A 10-piece molecular cluster, C26H74N8O10 overall. Source: the OMol25 dataset; level of theory: ωB97M-V with the def2-TZVPD basis set.

Computed properties:
E_HOMO ... -8.658 eV
Energy above the lowest of the compared OMol25 structures with the same formula, charge and spin ... 46.49 kcal per mole
SMILES ... COC[C@H](C)N.COC[C@H](C)N.NC(N)=O.NC(N)=O.NC(N)=O.CC(C)O.CC(C)O.CC(C)O.CC(C)O.CC(C)O

Atoms and positions in Å:
C: 0.21 -3.74 -8.39
O: 0.71 -3.87 -7.04
C: 0.86 -2.59 -6.25
C: 1.32 -2.89 -4.82
C: 0.42 -3.89 -4.07
N: 1.41 -1.77 -3.95
H: 1.05 -3.35 -8.96
H: -0.66 -3.07 -8.42
H: -0.02 -4.76 -8.67
H: 1.45 -1.92 -6.87
H: -0.02 -1.95 -6.34
H: 2.30 -3.37 -4.92
H: 0.71 -3.94 -3.01
H: 0.60 -4.88 -4.50
H: -0.60 -3.53 -4.14
H: 1.88 -2.00 -3.08
H: 0.52 -1.48 -3.58
C: -5.40 2.92 -4.09
O: -4.49 2.88 -2.96
C: -3.14 2.82 -3.40
C: -2.24 3.00 -2.11
C: -0.71 3.03 -2.28
N: -2.55 1.89 -1.18
H: -6.46 3.01 -3.84
H: -5.33 1.99 -4.65
H: -5.16 3.75 -4.75
H: -2.94 1.84 -3.83
H: -2.85 3.52 -4.18
H: -2.62 3.85 -1.54
H: -0.21 3.07 -1.32
H: -0.34 3.92 -2.78
H: -0.28 2.22 -2.87
H: -2.05 2.23 -0.37
H: -3.49 1.92 -0.82
N: 2.54 3.08 5.71
C: 1.88 2.40 4.87
N: 2.55 1.89 3.91
O: 0.67 2.40 4.99
H: 3.53 3.00 5.54
H: 2.11 3.64 6.43
H: 2.08 1.51 3.10
H: 3.56 1.91 3.95
N: -1.91 3.11 3.61
C: -2.23 3.05 2.34
N: -3.50 3.23 2.23
O: -1.47 2.90 1.47
H: -2.67 3.17 4.28
H: -0.96 2.92 3.91
H: -3.94 3.53 3.08
H: -3.96 3.14 1.34
N: 1.56 -0.53 -0.26
C: 1.13 0.22 0.68
N: 0.06 0.82 0.29
O: 1.65 0.22 1.80
H: 2.36 -1.13 -0.10
H: 0.92 -0.68 -1.03
H: -0.43 0.67 -0.58
H: -0.38 1.34 1.03
C: -2.43 -1.42 -0.78
C: -1.65 -1.52 -2.06
C: -2.57 -1.71 -3.27
O: -0.93 -0.33 -2.16
H: -1.76 -1.14 0.03
H: -2.83 -2.39 -0.47
H: -3.26 -0.71 -0.80
H: -0.94 -2.35 -1.93
H: -3.10 -2.65 -3.12
H: -2.17 -1.72 -4.28
H: -3.19 -0.81 -3.19
H: -1.63 0.33 -2.04
C: -2.68 -0.30 3.40
C: -2.68 -1.54 4.31
C: -4.09 -2.06 4.60
O: -1.85 -2.55 3.68
H: -1.71 0.12 3.15
H: -3.27 0.50 3.86
H: -3.13 -0.68 2.48
H: -2.25 -1.33 5.29
H: -4.48 -2.51 3.68
H: -4.77 -1.27 4.93
H: -4.05 -2.82 5.38
H: -0.98 -2.17 3.55
C: 1.53 -1.44 5.36
C: 1.78 -2.70 4.54
C: 1.35 -3.96 5.24
O: 1.03 -2.49 3.36
H: 0.49 -1.10 5.37
H: 2.05 -0.61 4.90
H: 1.90 -1.59 6.38
H: 2.84 -2.71 4.30
H: 1.56 -4.89 4.71
H: 0.27 -3.85 5.24
H: 1.81 -4.08 6.22
H: 1.29 -1.63 3.02
C: 5.12 -2.62 -0.47
C: 4.15 -2.31 -1.69
C: 4.65 -2.60 -3.08
O: 2.91 -3.00 -1.52
H: 4.73 -2.44 0.53
H: 5.85 -1.82 -0.62
H: 5.65 -3.57 -0.45
H: 3.78 -1.29 -1.61
H: 5.68 -2.26 -3.12
H: 4.09 -2.05 -3.83
H: 4.69 -3.66 -3.32
H: 3.04 -3.95 -1.53
C: 2.24 3.91 0.48
C: 2.43 4.88 1.65
C: 1.13 5.23 2.30
O: 3.23 4.49 2.65
H: 1.65 3.10 0.90
H: 3.17 3.49 0.10
H: 1.68 4.35 -0.35
H: 2.67 5.83 1.16
H: 1.11 6.00 3.07
H: 0.63 4.34 2.68
H: 0.47 5.57 1.50
H: 2.71 3.82 3.10

A 12-piece molecular cluster, C26H76O12 overall. Source: the OMol25 dataset; level of theory: ωB97M-V with the def2-TZVPD basis set.

Computed properties:
E_HOMO ... -9.839 eV
Energy above the lowest of the compared OMol25 structures with the same formula, charge and spin ... 0.00 kcal per mole
SMILES ... CC(C)O.CC(C)O.CC(C)O.CC(C)O.CCO.CCO.CCO.CCO.CCO.CCO.CCO.O

Atoms and positions in Å:
C: 6.37 1.33 -0.72
C: 5.19 1.69 0.17
C: 3.86 1.30 -0.41
O: 5.31 1.05 1.46
H: 7.33 1.54 -0.25
H: 6.33 1.89 -1.66
H: 6.34 0.26 -0.98
H: 5.18 2.78 0.30
H: 3.92 0.33 -0.91
H: 3.48 2.00 -1.15
H: 3.13 1.19 0.39
H: 6.25 0.96 1.66
C: 2.67 -4.64 -4.06
C: 2.62 -4.35 -2.58
C: 3.69 -3.32 -2.18
O: 1.32 -3.85 -2.23
H: 2.05 -5.49 -4.36
H: 3.67 -5.03 -4.31
H: 2.51 -3.77 -4.69
H: 2.87 -5.27 -2.05
H: 3.31 -2.69 -1.38
H: 4.00 -2.61 -2.96
H: 4.61 -3.78 -1.82
H: 1.10 -4.18 -1.34
C: 1.83 -2.84 1.96
C: 1.33 -4.24 1.61
C: 0.42 -4.82 2.67
O: 0.60 -4.15 0.38
H: 0.97 -2.20 2.20
H: 2.31 -2.41 1.08
H: 2.52 -2.85 2.80
H: 2.17 -4.91 1.45
H: -0.08 -5.69 2.22
H: -0.37 -4.15 3.02
H: 0.95 -5.20 3.54
H: -0.32 -3.93 0.55
C: -1.51 3.71 -1.91
C: -2.21 4.93 -2.45
C: -1.83 6.17 -1.65
O: -1.87 5.07 -3.82
H: -1.73 3.57 -0.85
H: -0.43 3.72 -2.02
H: -1.83 2.77 -2.39
H: -3.30 4.77 -2.34
H: -0.75 6.32 -1.63
H: -2.20 6.11 -0.62
H: -2.28 7.07 -2.08
H: -1.93 5.99 -4.08
C: 0.06 0.41 -4.04
C: 0.51 -1.03 -4.05
O: 1.81 -1.11 -3.45
H: 0.35 0.87 -3.10
H: -1.03 0.45 -4.14
H: 0.49 0.98 -4.85
H: 0.58 -1.44 -5.07
H: -0.18 -1.71 -3.55
H: 1.92 -2.02 -3.14
C: -0.13 1.93 5.23
C: -1.58 2.25 5.50
O: -1.62 3.45 6.26
H: 0.46 2.82 5.05
H: -0.06 1.33 4.31
H: 0.28 1.27 6.00
H: -2.09 1.44 6.03
H: -2.15 2.41 4.57
H: -2.51 3.62 6.57
C: -4.53 1.98 -0.23
C: -4.08 2.27 1.20
O: -4.80 3.39 1.72
H: -4.17 1.00 -0.53
H: -4.17 2.71 -0.95
H: -5.62 1.97 -0.23
H: -3.00 2.50 1.21
H: -4.27 1.39 1.82
H: -5.08 3.17 2.61
C: -1.47 -5.95 -2.53
C: -2.20 -4.62 -2.63
O: -1.49 -3.61 -1.86
H: -2.08 -6.80 -2.86
H: -1.20 -6.11 -1.49
H: -0.57 -5.96 -3.14
H: -3.18 -4.69 -2.16
H: -2.25 -4.24 -3.65
H: -0.62 -3.46 -2.25
C: -3.15 -1.60 1.11
C: -3.50 -3.09 1.11
O: -2.39 -3.87 0.68
H: -2.70 -1.32 0.16
H: -2.38 -1.45 1.87
H: -3.98 -0.94 1.37
H: -4.34 -3.28 0.43
H: -3.72 -3.42 2.12
H: -2.02 -3.52 -0.16
C: 0.10 -0.60 -0.41
C: -0.12 0.87 -0.14
O: 0.46 1.30 1.10
H: -0.28 -1.17 0.43
H: 1.17 -0.81 -0.46
H: -0.27 -0.93 -1.38
H: -1.19 1.12 -0.13
H: 0.33 1.48 -0.92
H: -0.08 1.05 1.85
C: -0.59 4.32 2.28
C: -1.14 5.69 2.61
O: -1.13 5.92 4.02
H: 0.37 4.13 2.74
H: -0.51 4.21 1.20
H: -1.33 3.55 2.55
H: -2.16 5.76 2.22
H: -0.54 6.46 2.10
H: -1.01 6.87 4.16
O: 2.70 0.77 2.99
H: 3.49 0.56 2.50
H: 2.03 0.91 2.31